Density functional theory data (ωB97M-V with the def2-TZVPD basis set) for 7 unconnected molecules or ions with the total composition C39H35BrF6IO5P.

```
! RIJCOSX wB97M-V def2-TZVPD def2/J DEFGRID3
* xyz 0 1
O -1.979 -0.245 1.612
C -1.334 0.749 1.571
I 0.672 0.803 0.929
O -1.820 1.934 2.024
C -1.939 3.012 1.107
Br -1.302 4.601 2.028
C -3.362 3.210 0.578
P -4.660 1.984 0.906
O -5.965 2.611 0.664
O -4.515 1.396 2.364
O -4.379 0.752 -0.078
H -1.230 2.885 0.293
H -3.300 3.225 -0.514
H -3.778 4.169 0.878
H -3.885 0.666 2.437
H -4.710 0.998 -0.954
F 3.084 -0.209 -0.834
C 3.360 -0.437 -2.140
C 2.455 -1.158 -2.891
C 2.749 -1.379 -4.230
C 3.923 -0.889 -4.786
C 4.814 -0.170 -4.000
C 4.535 0.064 -2.661
H 1.551 -1.534 -2.432
H 2.053 -1.938 -4.840
H 4.144 -1.067 -5.830
H 5.729 0.215 -4.431
H 5.208 0.628 -2.029
F -4.262 0.697 -3.008
C -4.995 -0.280 -3.609
C -4.439 -1.535 -3.729
C -5.194 -2.528 -4.339
C -6.468 -2.249 -4.813
C -6.996 -0.973 -4.676
C -6.258 0.031 -4.066
H -3.443 -1.724 -3.351
H -4.781 -3.523 -4.441
H -7.050 -3.028 -5.288
H -7.989 -0.753 -5.045
H -6.648 1.032 -3.941
F 0.582 -2.526 -0.415
C 0.413 -3.299 0.683
C -0.842 -3.384 1.248
C -0.999 -4.181 2.374
C 0.084 -4.864 2.911
C 1.336 -4.756 2.320
C 1.509 -3.966 1.191
H -1.666 -2.832 0.819
H -1.976 -4.264 2.833
H -0.047 -5.481 3.790
H 2.180 -5.286 2.740
H 2.472 -3.865 0.709
F 3.535 -6.611 3.896
C 4.874 -6.782 3.979
C 5.454 -7.810 3.265
C 6.829 -7.975 3.353
C 7.591 -7.126 4.144
C 6.976 -6.102 4.851
C 5.602 -5.919 4.772
H 4.838 -8.460 2.659
H 7.306 -8.773 2.799
H 8.662 -7.262 4.210
H 7.566 -5.439 5.470
H 5.100 -5.126 5.309
F 6.109 3.183 -4.858
C 6.625 3.806 -3.778
C 7.294 3.052 -2.837
C 7.827 3.693 -1.728
C 7.680 5.065 -1.576
C 6.999 5.798 -2.538
C 6.464 5.171 -3.655
H 7.393 1.984 -2.978
H 8.357 3.117 -0.981
H 8.095 5.562 -0.709
H 6.881 6.867 -2.421
H 5.934 5.722 -4.419
F -8.676 8.163 3.577
C -8.111 6.950 3.377
C -7.581 6.279 4.460
C -7.005 5.034 4.245
C -6.963 4.488 2.969
C -7.502 5.188 1.900
C -8.087 6.432 2.098
H -7.622 6.729 5.443
H -6.587 4.489 5.082
H -6.522 3.520 2.789
H -7.461 4.756 0.909
H -8.519 6.997 1.283
*
```

* E_HOMO: -8.76 eV
* frontier orbital gap: 9.00 eV


Density functional theory data (ωB97M-V with the def2-TZVPD basis set) for a molecular structure, C36H32ClFeN4P in a non-equilibrium geometry.

```
! RIJCOSX wB97M-V def2-TZVPD def2/J DEFGRID3
* xyz 3 6
Fe -0.159 -0.601 0.648
C 0.075 1.158 2.238
N -1.235 0.513 2.093
C -1.720 -0.243 3.248
C -1.266 -1.687 3.223
C -1.435 -2.505 4.328
C -1.010 -3.822 4.266
C -0.416 -4.286 3.100
C -0.285 -3.414 2.040
N -0.707 -2.138 2.090
C -2.260 1.253 1.344
C -3.073 0.218 0.606
C -4.452 0.192 0.591
C -5.098 -0.849 -0.066
C -4.330 -1.822 -0.687
C -2.951 -1.721 -0.629
N -2.324 -0.727 0.008
C 1.220 0.176 2.484
C 1.763 0.023 3.748
C 2.894 -0.771 3.904
C 3.441 -1.394 2.790
C 2.828 -1.220 1.560
N 1.753 -0.445 1.412
H 0.081 1.888 3.057
H 0.289 1.725 1.324
H -2.811 -0.225 3.239
H -1.397 0.227 4.182
H -1.897 -2.116 5.226
H -1.139 -4.479 5.116
H -0.059 -5.302 3.011
H 0.166 -3.745 1.114
H -1.765 1.901 0.614
H -2.882 1.881 1.985
H -5.018 0.972 1.085
H -6.178 -0.910 -0.079
H -4.786 -2.652 -1.208
H -2.330 -2.465 -1.111
H 1.335 0.547 4.594
H 3.347 -0.882 4.880
H 4.329 -2.007 2.864
H 3.212 -1.687 0.662
Cl 0.327 -2.285 -1.002
C 0.343 -1.683 -2.645
C 0.320 -2.583 -3.690
C 0.338 -2.083 -4.986
C 0.374 -0.715 -5.213
C 0.379 0.174 -4.148
C 0.375 -0.304 -2.841
P 0.464 0.823 -1.417
C 2.238 1.098 -1.143
C 2.637 2.112 -0.267
C 3.981 2.339 -0.027
C 4.939 1.550 -0.656
C 4.547 0.543 -1.525
C 3.200 0.304 -1.765
C -0.220 2.382 -2.031
C 0.575 3.462 -2.422
C -0.026 4.577 -2.983
C -1.404 4.630 -3.151
C -2.196 3.555 -2.764
C -1.609 2.440 -2.195
H 0.290 -3.650 -3.510
H 0.321 -2.771 -5.820
H 0.404 -0.333 -6.224
H 0.397 1.241 -4.327
H 1.900 2.751 0.209
H 4.280 3.141 0.636
H 5.991 1.732 -0.480
H 5.292 -0.054 -2.036
H 2.906 -0.482 -2.450
H 1.650 3.425 -2.331
H 0.590 5.406 -3.304
H -1.860 5.509 -3.588
H -3.267 3.593 -2.910
H -2.225 1.599 -1.889
*
```

* expectation value of S²: 8.762
* E_HOMO (spin up / spin down): -16.54 / -16.77 eV
* frontier orbital gap (spin up / spin down): 8.21 / 6.03 eV
* ΔE to the lowest compared entry with this formula, charge and spin: 23.3 kcal/mol


Density functional theory data (ωB97M-V with the def2-TZVPD basis set) for a molecular structure, C37H37N6O2PtS.

```
! RIJCOSX wB97M-V def2-TZVPD def2/J DEFGRID3
* xyz 1 1
Pt 0.155 -0.124 -0.164
C 2.546 -1.291 -3.333
C 3.471 -1.064 -2.132
C 3.041 0.067 -1.184
N 2.156 -0.300 -0.077
C 2.647 -0.620 1.123
C 4.010 -0.952 1.284
C 4.738 -1.294 2.405
C 4.352 -1.400 3.735
C 3.088 -1.153 4.228
C 1.930 -0.778 3.558
C 1.665 -0.542 2.209
N 0.423 -0.153 1.827
C -0.207 0.949 2.554
C 0.502 2.247 2.171
C 0.237 2.774 0.764
N 0.424 1.851 -0.353
C 0.303 2.324 -1.607
C 0.147 3.694 -1.846
C 0.138 4.443 -3.015
C 0.313 4.051 -4.324
C 0.473 2.739 -4.743
C 0.443 1.562 -4.025
C 0.259 1.290 -2.651
N 0.091 0.053 -2.187
C -0.028 -1.129 -3.030
C 1.224 -2.004 -2.999
H 3.089 -1.866 -4.084
H 2.355 -0.318 -3.791
H 4.463 -0.801 -2.508
H 3.597 -1.996 -1.570
H 2.541 0.844 -1.759
H 3.921 0.550 -0.753
H 4.589 -0.942 0.372
H 5.781 -1.515 2.206
H 5.112 -1.696 4.445
H 2.965 -1.282 5.297
H 1.060 -0.671 4.193
H -0.139 0.797 3.631
H -1.265 0.973 2.304
H 1.576 2.104 2.327
H 0.197 3.048 2.850
H 0.913 3.621 0.617
H -0.787 3.161 0.718
H -0.019 4.291 -0.964
H -0.016 5.505 -2.857
H 0.317 4.820 -5.084
H 0.622 2.603 -5.809
H 0.565 0.687 -4.645
H -0.275 -0.843 -4.050
H -0.887 -1.705 -2.673
H 1.059 -2.852 -3.667
H 1.316 -2.434 -2.004
O -4.135 0.629 -1.132
S -2.967 1.059 -0.424
O -2.198 2.136 -0.976
N -1.945 -0.205 -0.184
C -2.441 -1.524 -0.099
C -3.755 -1.954 -0.149
C -4.101 -3.311 -0.012
C -3.164 -4.283 0.176
C -1.807 -3.905 0.210
C -0.770 -4.841 0.400
C 0.531 -4.426 0.421
C 0.803 -3.068 0.225
N -0.142 -2.172 0.038
C -1.458 -2.545 0.057
C -3.460 1.583 1.200
C -3.385 2.934 1.507
C -3.743 3.367 2.777
C -4.165 2.452 3.729
C -4.247 1.102 3.410
C -3.904 0.663 2.142
H -4.553 -1.248 -0.301
H -5.151 -3.570 -0.058
H -3.434 -5.324 0.292
H -1.024 -5.886 0.525
H 1.351 -5.113 0.568
H 1.824 -2.722 0.190
H -3.058 3.636 0.752
H -3.694 4.420 3.018
H -4.441 2.790 4.719
H -4.587 0.389 4.150
H -3.974 -0.388 1.900
*
```

* E_HOMO: -9.84 eV
* frontier orbital gap: 6.80 eV
* ΔE to the lowest compared entry with this formula, charge and spin: 0.0 kcal/mol


Density functional theory data (ωB97M-V with the def2-TZVPD basis set) for 15 unconnected molecules or ions with the total composition C12H54O21 in a non-equilibrium geometry.

```
! RIJCOSX wB97M-V def2-TZVPD def2/J DEFGRID3
* xyz 0 1
O -0.692 -0.978 3.874
H 0.069 -0.585 3.452
H -0.805 -1.911 3.553
O -2.824 -0.339 1.516
H -2.509 -0.708 2.334
H -2.179 -0.021 0.931
O -2.148 -2.203 -2.210
H -2.271 -2.533 -1.324
H -1.535 -1.440 -2.116
O -1.337 2.497 -2.709
H -1.531 3.388 -3.063
H -1.531 1.956 -3.494
O 3.497 0.533 1.226
H 3.965 0.115 1.973
H 3.479 -0.074 0.514
O 1.404 -2.940 2.818
H 2.191 -2.548 2.438
H 0.669 -2.540 2.352
O 4.025 -1.166 -0.742
H 3.668 -2.034 -0.586
H 4.920 -1.330 -0.520
O -0.655 2.238 2.818
H 0.112 1.675 2.484
H -1.051 1.543 3.337
O -2.409 2.679 0.736
H -3.056 2.838 1.459
H -1.645 2.498 1.237
C 1.491 0.959 5.062
C 2.302 0.990 6.375
O 1.953 2.170 7.011
O 1.924 -0.227 4.346
H 1.877 1.745 4.436
H 0.436 1.238 5.169
H 3.332 0.898 6.114
H 2.019 0.046 6.896
H 0.976 2.096 7.069
H 1.487 -0.927 4.836
C 2.021 3.501 0.758
C 2.440 3.281 -0.710
O 1.270 3.321 -1.542
O 2.901 3.066 1.770
H 1.117 3.004 0.988
H 1.926 4.626 0.809
H 3.058 2.394 -0.869
H 2.926 4.153 -1.072
H 1.508 3.311 -2.463
H 3.092 2.134 1.638
C 1.133 -1.301 -3.340
C 1.519 0.077 -3.885
O 2.618 -0.078 -4.831
O 2.223 -2.047 -2.707
H 0.622 -1.887 -4.138
H 0.439 -1.203 -2.541
H 1.977 0.774 -3.141
H 0.706 0.631 -4.313
H 2.355 0.223 -5.712
H 2.838 -1.383 -2.339
C -0.160 0.475 -0.541
C 0.269 -0.667 0.391
O 0.766 -0.118 1.619
O -1.227 0.100 -1.400
H 0.668 0.890 -1.137
H -0.573 1.216 0.036
H 1.077 -1.306 -0.077
H -0.637 -1.225 0.717
H 1.672 0.109 1.519
H -1.420 0.949 -1.866
C -3.850 0.538 -4.064
C -2.643 0.124 -4.961
O -1.845 1.190 -5.308
O -4.356 1.829 -4.248
H -3.434 0.474 -3.061
H -4.669 -0.187 -4.088
H -2.839 -0.296 -5.928
H -1.935 -0.519 -4.375
H -2.124 1.663 -6.082
H -5.315 1.920 -4.102
C -1.843 -4.654 0.530
C -2.996 -3.693 0.678
O -3.899 -4.134 -0.325
O -0.679 -4.078 1.191
H -1.505 -4.629 -0.581
H -2.058 -5.650 0.744
H -2.731 -2.655 0.611
H -3.422 -3.703 1.660
H -4.748 -3.701 -0.394
H 0.150 -4.458 0.880
*
```

* E_HOMO: -9.84 eV
* frontier orbital gap: 9.41 eV
* ΔE to the lowest compared entry with this formula, charge and spin: 86.8 kcal/mol